# C4H12N3

The ion C4H12N3 with charge +1 (ωB97M-V with the def2-TZVPD basis set, the Open Molecules 2025 dataset).

Net charge ... +1
Kohn-Sham gap ... 9.369 eV
HOMO level ... -12.75 eV
Total energy ... -323.571447 Ha
Max |F| ... 0.0586 Eh/bohr
Structure (SMILES) ... N/C=C(\[NH3+])CCN
Energy relative to the best compared isomer or geometry (same formula, charge and spin) ... 280.5 kJ/mol

Last column: Mulliken charge in e.
Atoms and positions in Å:
N  -2.303  0.081  -1.735  -0.572
C  -1.015  0.456  -1.305  -0.047
C  -0.423  -0.237  -0.309  -0.313
N  -1.298  -1.181  0.358  -0.245
C  1.091  -0.269  -0.094  -0.683
C  1.506  0.839  0.919  -0.370
N  2.496  0.363  1.901  -0.687
H  -2.427  -0.353  -2.637  0.238
H  -3.039  0.763  -1.608  0.225
H  -0.689  1.470  -1.504  0.343
H  -1.753  -0.964  1.251  0.340
H  -2.104  -1.348  -0.282  0.444
H  -0.917  -2.117  0.546  0.394
H  1.594  -0.273  -1.052  0.401
H  1.298  -1.197  0.457  0.341
H  2.085  1.583  0.356  0.270
H  0.607  1.357  1.250  0.411
H  3.447  0.645  1.705  0.274
H  2.316  0.889  2.753  0.236